1.
16
Properties=species:S:1:pos:R:3:forces:R:3:mulliken_charge:R:1 method="wB97M-V/def2-TZVPD" spin_multiplicity=1 charge=0 homo_ev=-8.97 energy_ha=-342.1231 orbital_gap_ev=9.66 e_above_lowest_ev=1.926 mol_weight_da=94.1
H 2.0617 -2.3653 4.5930 -0.06 -0.06 0.33 0.32
H -2.6927 -0.0899 -0.6985 0.62 -0.35 2.38 0.23
H -2.5367 0.7315 1.0051 -0.08 0.08 -0.74 0.32
H 1.8699 3.5707 -4.8849 1.18 -0.43 0.25 0.33
N -1.5543 -1.0400 0.9895 2.60 -0.39 0.80 -0.41
H -3.5963 -0.5940 0.8421 0.79 -0.28 -0.46 0.26
O 1.1613 -2.3102 4.2585 0.07 -0.42 2.09 -0.61
H -0.3714 0.9045 -0.4385 0.98 -1.30 -0.06 0.24
C -2.5950 -0.2506 0.4896 -1.80 2.05 -1.07 -0.81
O 2.7809 3.2257 -4.7154 -1.54 0.73 0.63 -0.64
N 0.2309 0.1071 -0.1449 -1.19 1.95 0.98 -0.41
H 1.3068 -2.1319 3.3651 -0.02 0.50 -2.40 0.29
H 0.2827 -1.5979 0.8894 2.24 -1.92 1.36 0.38
C -0.2903 -0.7626 0.7837 -4.67 -0.14 -2.61 0.01
H 0.8617 -0.3328 -0.7712 0.52 0.30 -0.62 0.20
H 3.0807 2.9358 -5.5627 0.35 -0.31 -0.87 0.32



2.
117
Properties=species:S:1:pos:R:3:forces:R:3:mulliken_charge:R:1 method="wB97M-V/def2-TZVPD" spin_multiplicity=1 charge=0 homo_ev=-9.38 energy_ha=-2015.4056 orbital_gap_ev=9.75 e_above_lowest_ev=1.688 mol_weight_da=598.9
O 1.3538 -2.2168 2.4592 -0.51 0.20 -0.49 -0.54
H 1.4240 4.7158 2.2219 -0.25 -0.34 -0.09 0.16
C 5.4641 -0.1870 -3.7282 -0.63 0.85 0.56 -0.34
H 1.0710 0.1265 -6.0970 -0.13 -0.01 0.21 0.28
H 2.9224 -4.3938 -2.4153 0.51 0.39 -0.02 0.44
O 2.1724 -2.4453 -2.2121 0.08 -0.08 0.11 -0.29
H 2.8353 -3.0281 0.3634 0.00 0.23 -0.14 0.02
H -2.6519 -0.0029 -1.2187 -0.10 0.02 -0.24 -0.23
H -0.5726 -2.4594 3.2746 0.03 0.17 -0.16 -0.34
C 0.4050 -2.9531 3.2121 0.48 -0.11 0.17 0.45
H 0.5784 0.5161 1.6788 -0.01 -0.37 0.04 0.52
C -3.8177 0.9676 3.0186 0.44 -0.56 0.51 -0.74
O -4.4713 1.1056 -2.8189 0.13 -0.25 0.19 -0.52
C -3.7913 -3.3864 0.4450 0.54 -0.71 -0.69 -0.24
C 5.3303 -0.6939 -2.2947 0.22 -0.12 -0.09 -0.41
H -1.6694 -2.8420 0.3934 -0.30 0.38 -0.08 0.02
H -0.4515 6.2530 2.0078 0.04 0.03 -0.05 0.29
H -2.8901 1.4217 3.3758 -0.13 0.34 -0.12 -0.02
H -4.0609 1.3023 2.0131 0.06 0.06 0.03 0.19
H 2.0622 1.5636 -6.1902 0.21 -0.10 -0.03 0.36
H 2.0742 2.2631 -2.7678 0.45 -0.07 -0.19 0.29
H -4.6390 1.2214 3.6876 0.03 0.17 0.01 0.42
H -0.5399 3.6567 -3.0876 0.03 -0.18 -0.09 0.36
O 1.3409 2.9399 -1.2135 -0.29 -0.46 0.66 -0.41
H -0.8510 3.4229 3.8923 0.04 0.26 0.09 0.48
C -1.0856 -0.6514 6.0816 -0.83 0.11 -0.60 -0.49
C 3.3527 -3.5655 -0.4338 0.08 -0.31 0.47 -0.57
H -0.9592 -1.0221 -5.9018 0.06 0.08 0.14 0.21
H 3.5338 1.5052 -0.0730 0.19 -0.30 -0.11 0.15
C 2.4855 -3.7287 -1.6618 -0.15 -0.81 -0.24 -0.35
H 5.7480 -1.7015 -2.2052 -0.01 0.01 0.01 0.39
O 0.4329 -1.5818 -0.0413 0.37 -0.35 -0.27 0.68
H -0.5764 -4.8910 3.1958 -0.17 0.15 -0.14 0.38
C -1.8553 -0.6891 -3.9578 -0.22 0.31 -0.16 0.83
H 4.6566 1.4228 1.3441 0.13 -0.14 -0.32 0.51
H 3.6049 -4.5247 0.0273 -0.16 -0.15 -0.28 0.38
H 0.5346 1.8947 -4.3403 -0.13 -0.13 0.14 0.18
H -4.6881 -2.0864 2.5478 -0.14 0.28 0.21 0.34
C 1.8313 0.6992 -5.5641 -0.04 0.47 -0.19 -1.33
H 0.8546 2.9697 4.0296 0.12 0.22 0.04 0.41
H 6.4736 -0.3405 -4.1020 -0.05 -0.17 -0.18 0.38
H 3.2435 2.6777 2.6841 0.03 0.42 -0.07 0.64
H 0.7636 5.4076 3.6424 -0.33 0.05 0.05 0.49
H -5.2572 -0.0821 -1.2771 -0.03 0.04 -0.28 0.36
H -0.3674 3.4747 -0.0414 0.18 -0.47 -0.02 -0.07
H 1.9144 3.2404 -0.4877 0.15 0.04 -0.37 0.11
O -0.5557 5.2998 2.0331 -0.30 -0.24 -0.01 -0.55
H -2.6660 -1.3210 -5.9213 -0.20 0.17 0.33 0.39
C -1.7786 -1.4086 -5.2917 0.18 -0.16 -0.47 -1.45
H 4.1199 3.9699 0.9075 -0.14 0.14 -0.18 0.32
C 0.4958 4.7451 2.8070 0.83 0.56 0.67 -0.37
H -1.0591 0.0705 1.2004 0.03 -0.31 -0.24 -0.63
O 3.1609 3.8608 0.9424 0.18 -0.19 0.10 -0.64
H 0.9449 -1.9984 1.5886 0.34 -0.06 0.39 0.04
H -5.2992 1.6627 -1.0584 0.33 -0.08 0.52 0.33
O -4.8946 -1.1587 2.7587 0.20 0.18 -0.24 -0.68
C -3.6262 -0.5289 3.0727 -1.24 -1.43 -0.47 0.54
O -2.1054 0.6957 -4.1203 -0.01 0.25 -0.09 -0.56
H 0.9789 -2.0668 -0.6820 -0.16 0.30 -0.11 -0.45
H -0.9495 2.1179 -2.2926 0.34 -0.06 0.05 -0.03
O 5.2165 1.2238 -3.8100 -0.26 -0.57 0.08 -0.59
H 0.7220 -0.0121 5.0509 0.06 0.30 0.43 0.37
C -2.3953 -3.4553 -0.1471 0.87 -0.22 0.66 -0.70
H -1.3780 0.5133 7.6114 0.00 0.03 -0.03 0.34
H 2.1245 -2.5196 -3.1687 -0.10 0.09 0.00 0.17
H 2.7221 0.0751 -5.4792 0.05 0.06 0.07 0.21
H -2.1649 -0.6104 5.8884 -0.02 0.29 0.03 0.19
C -0.1281 0.5118 0.8435 0.62 0.71 0.31 0.47
C 0.4760 -0.1922 -0.3673 -1.05 0.18 0.14 1.05
C -4.6777 0.8382 -1.4224 -0.35 -0.24 -0.17 -0.69
H 4.7055 -0.6914 -4.3357 0.38 -0.29 -0.30 0.11
H -3.5216 0.2435 0.2878 -0.22 -0.28 -0.21 -0.45
H -2.8712 1.6069 -0.4684 0.15 0.05 -0.50 0.35
H 5.8690 -0.0356 -1.6141 0.07 0.02 0.01 0.29
H 1.1046 -4.9823 2.8053 0.18 0.20 -0.23 0.31
H -5.2994 0.9687 -3.2868 0.03 0.05 -0.06 0.26
H 4.2495 1.3379 -3.6996 0.37 0.26 -0.04 0.46
C 1.3613 1.1970 -4.2021 0.18 -0.74 -0.96 1.04
H -4.3353 -4.2332 0.0175 -0.45 0.28 -0.08 0.42
H 1.5575 -4.2794 -1.4473 -0.08 0.34 0.43 0.22
C -3.3535 0.6568 -0.7118 -0.04 0.65 0.92 0.52
H -1.5953 -2.4783 -5.1587 0.03 0.03 0.16 0.33
O 2.4531 1.8352 -3.5677 -0.48 0.15 0.63 -0.52
H -2.3244 -3.1967 -1.2030 -0.26 -0.01 -0.03 0.22
H -2.6471 -1.1210 -3.3376 0.14 -0.18 0.09 0.21
C -0.8557 3.1943 -2.1527 -0.35 0.28 0.07 -1.19
H -0.6371 -0.0642 4.0365 -0.34 0.00 0.10 -0.24
H 1.0196 0.3076 -3.6554 -0.08 0.29 0.39 -0.50
H 3.1299 0.5243 1.3746 0.10 -0.13 -0.11 0.11
H -4.2715 -2.4538 0.1611 -0.21 0.08 0.44 0.10
H -3.4704 -4.4409 2.0329 -0.01 0.08 0.22 0.31
H -2.8673 0.9715 -3.5726 0.23 -0.34 -0.37 0.36
H 1.4785 0.1438 -0.6362 0.06 0.00 0.31 -0.04
C 2.9184 2.6414 1.6347 0.10 -0.96 0.72 0.48
H -2.9153 -0.9432 2.3463 0.35 0.49 0.08 -0.43
C 0.0756 3.5984 -1.0347 0.54 0.80 -0.29 0.15
O -0.8244 -0.2452 7.4132 0.27 -0.43 0.12 -0.57
H -0.1498 -0.0111 -1.2503 0.01 -0.01 0.00 -0.75
C 0.2189 -4.3624 2.6608 0.00 -0.03 0.50 -1.01
H -3.3637 -0.9436 4.0512 0.41 0.62 0.12 0.37
H -0.5671 1.2513 5.2101 0.19 0.05 0.06 0.25
H -1.8762 3.5333 -1.9558 0.09 0.20 0.07 0.49
H 0.8310 -2.9488 4.2174 -0.24 -0.29 0.13 0.45
H -0.8877 -1.7140 5.9282 0.55 0.03 0.48 0.28
H -0.0243 -4.2881 1.6016 -0.04 -0.19 -0.05 0.04
C 0.1041 3.3978 3.3664 -0.35 -0.46 -0.59 -0.82
C -0.3500 0.1945 5.0624 0.14 -0.41 -0.59 -0.12
H -1.9884 -4.4641 -0.0090 -0.17 -0.10 -0.26 0.48
O -3.7761 -3.5436 1.8657 0.02 0.16 -0.30 -0.63
H 4.3075 -3.0821 -0.6355 -0.15 0.19 -0.22 0.12
C 3.6203 1.4270 1.0089 -0.58 0.77 0.33 -0.90
H 0.3404 4.6624 -1.0731 -0.59 0.11 -0.17 0.53
H 4.2888 -0.7434 -1.9796 -0.08 0.08 -0.03 -0.21
H 1.8376 2.4993 1.7089 0.17 0.11 -0.49 -0.59
H -0.8843 -0.7838 -3.4593 -0.11 -0.29 0.21 -0.32
H -0.0292 2.6779 2.5522 -0.07 0.06 0.09 -0.12
H -0.3359 1.5722 0.6944 -0.01 -0.11 -0.49 -0.77



3.
13
Properties=species:S:1:pos:R:3:forces:R:3:mulliken_spin:R:1 method="wB97M-V/def2-TZVPD" spin_multiplicity=3 charge=0 homo_ev="-5.38 / -9.96" energy_ha=-758.6352 orbital_gap_ev="5.99 / 7.84" s_squared=2.015 e_above_lowest_ev=1.255 mol_weight_da=131.2
O -3.5795 -0.4106 -0.2074 -1.99 -0.03 -0.92 0.43
S -2.4453 -0.4275 0.7023 -0.25 -0.21 1.30 0.48
C 0.8548 1.1072 0.5726 0.94 -0.74 2.34 0.60
H 0.1037 -0.6443 1.5687 -0.47 1.31 -0.90 0.04
H 1.3776 3.0763 -0.2601 -0.97 -2.07 0.38 0.05
C 0.1872 -0.1142 0.5579 0.10 -1.58 -0.14 -0.04
O -1.0861 0.6511 -1.3347 -0.81 -0.35 1.13 0.19
C -1.1275 0.1650 -0.2159 2.85 -0.47 -1.26 0.06
N 1.2350 2.1646 0.2581 1.93 4.99 -1.29 0.18
C 1.0719 -1.1278 -0.2284 -3.57 -1.83 -0.60 0.02
H 2.1163 -1.2703 -0.2898 1.20 0.73 0.97 0.00
H 0.7219 -1.1163 -1.2429 0.07 0.42 -0.80 0.00
H 0.5700 -2.0533 0.1196 0.97 -0.16 -0.21 0.00



4.
28
Properties=species:S:1:pos:R:3:forces:R:3:mulliken_charge:R:1 method="wB97M-V/def2-TZVPD" spin_multiplicity=1 charge=+1 homo_ev=-13.47 energy_ha=-810.4991 orbital_gap_ev=9.28 e_above_lowest_ev=0.838 mol_weight_da=355.6
O 1.7762 2.1158 -0.0898 0.72 0.80 -0.98 -0.63
H 2.3239 -1.1618 1.6170 0.65 0.38 -0.74 0.30
O -2.5670 0.0218 0.3253 -0.51 0.93 -0.27 -0.78
H 0.3809 -3.2754 2.1120 -0.40 0.86 -1.40 0.31
H 1.2695 -0.5699 -1.5166 -0.10 -0.36 0.33 0.20
H 2.1873 2.9170 0.3060 -0.33 -0.78 -0.35 0.31
H 0.1373 2.3371 0.4006 0.81 0.12 -0.13 0.29
O 2.6999 -0.5515 0.9429 -1.17 -0.31 0.85 -0.65
O -0.6872 2.7297 0.6734 -1.35 0.01 -0.87 -0.58
H 1.5486 -0.0274 -2.9195 0.86 -0.72 0.81 0.32
H -0.6812 2.7820 1.6098 0.02 0.22 1.28 0.28
H 1.8857 -0.2517 0.4789 1.06 -0.33 0.32 0.41
H -2.5521 -2.7960 -1.1730 -1.94 -0.62 -0.05 0.34
H -0.9676 -0.7319 3.4388 0.14 0.25 0.18 0.36
O 1.9718 -0.5130 -2.1659 -0.39 0.92 -1.73 -0.63
H 1.9369 2.2126 -1.0591 0.03 -0.13 1.01 0.29
O -1.0805 1.0401 -2.1840 -0.47 0.75 0.82 -0.52
O -1.7018 -2.5246 -0.8953 1.44 0.25 -1.33 -0.51
O 0.1897 -0.3047 -0.1871 -0.27 -0.82 0.99 0.15
H 0.0721 0.2119 2.7663 0.21 0.14 -0.05 0.35
H 0.3504 0.6072 -0.4468 -0.69 0.24 -0.05 0.22
H -2.7530 0.9326 -0.0372 0.28 -1.55 0.94 0.31
H -1.9616 0.6851 -2.2890 -0.41 0.03 -0.01 0.27
Hf -1.1701 -1.2556 0.8356 0.25 1.76 -3.28 1.38
H -0.5734 0.5998 -2.8353 0.78 -0.57 -1.22 0.25
O 0.0175 -2.6448 1.4377 0.52 -1.95 2.23 -0.75
O -0.7670 -0.2452 2.6243 -0.03 0.55 1.78 -0.59
H -1.2854 -2.3393 -1.7701 0.28 -0.06 0.93 0.32



5.
23
Properties=species:S:1:pos:R:3:forces:R:3:mulliken_charge:R:1 method="wB97M-V/def2-TZVPD" spin_multiplicity=1 charge=0 homo_ev=-9.22 energy_ha=-1772.3591 orbital_gap_ev=9.10 e_above_lowest_ev=0.000 mol_weight_da=257.8
Cl -5.4926 -0.0149 0.4264 0.85 -0.23 0.13 -0.21
C -1.6939 -1.0895 -0.2165 -0.22 3.75 1.29 -0.59
H -3.4283 -2.1183 -0.1048 -1.54 -2.15 -0.09 0.52
C 0.4613 0.1000 -0.3875 0.80 -0.20 2.43 0.76
C -3.0753 1.1798 0.3405 0.48 -2.01 -0.50 -0.94
O 3.9462 -0.9709 0.8192 2.10 -1.97 0.04 -0.53
C -3.0208 -1.1917 0.0233 0.05 2.03 0.14 -0.75
H 3.7548 1.5510 -0.2658 1.52 2.04 0.14 0.49
C -1.7418 1.2818 0.0763 1.46 -0.29 0.55 -0.36
H 3.7854 -1.7975 1.3580 -0.09 1.76 -0.84 0.33
H -1.1485 2.1647 0.0741 -0.34 1.13 0.11 0.39
H 3.1677 0.5546 1.7583 -0.28 1.36 1.39 0.28
H -1.2134 -1.9399 -0.4231 2.14 -3.07 -0.88 0.51
S 1.4177 -0.9462 0.9845 -1.23 1.49 -0.35 -0.15
S 1.3859 1.6696 -0.4192 -0.21 0.15 -0.39 -0.14
C -1.0132 0.1542 -0.0998 0.15 -2.47 -1.12 0.08
H -3.5852 2.0308 0.4591 -2.15 3.00 0.59 0.57
H 3.2231 0.2941 -1.1997 0.08 -1.39 -1.93 0.45
C 2.9914 0.0204 0.8796 -1.23 -2.43 -0.53 0.29
N 1.2225 -1.0969 -2.4925 0.14 -0.81 -0.90 -0.54
C 0.7843 -0.6678 -1.5296 0.23 0.35 -1.07 0.24
C -3.7234 -0.0319 0.3109 -0.90 0.21 -0.25 0.25
C 2.9961 0.8644 -0.3717 -1.82 -0.26 2.01 -0.95



6.
20
Properties=species:S:1:pos:R:3:forces:R:3:mulliken_charge:R:1 method="wB97M-V/def2-TZVPD" spin_multiplicity=1 charge=+1 homo_ev=-12.35 energy_ha=-344.6037 orbital_gap_ev=8.83 e_above_lowest_ev=4.439 mol_weight_da=105.2
H -1.3361 0.6219 1.2928 -1.01 -0.49 -2.22 0.29
H 1.7562 -2.7878 0.9631 -0.55 1.24 0.64 0.26
H -2.0390 -0.9669 0.2440 0.30 0.91 -0.06 0.40
H -1.0739 4.4873 -1.7706 0.69 1.57 -0.31 0.31
C 0.3227 -0.1633 -0.5810 0.83 -0.39 1.82 -0.74
C -0.3145 -1.0912 1.6757 -3.13 -0.64 -1.33 -0.34
N 1.5136 0.3815 -1.2956 -2.46 -0.19 0.03 -0.21
H 0.0769 -0.5780 2.5504 0.06 0.08 -0.09 0.35
C -1.6545 -0.4511 1.1287 1.81 2.01 2.38 -1.31
N 1.5962 -1.9456 0.3983 0.30 0.03 1.79 -0.45
C 0.5887 -1.0197 0.5056 0.66 -1.63 -1.72 0.52
H 2.1915 0.0560 -0.6988 2.82 0.01 2.07 0.34
H -0.7317 -2.0599 1.9317 1.29 -0.75 0.27 0.34
H -0.5981 -0.2989 -1.0838 -0.69 1.22 -0.27 0.35
H 1.7442 -0.1121 -2.1167 0.06 0.03 -2.18 0.32
H 1.4945 1.4123 -1.3492 0.04 -0.59 -0.30 0.34
H 2.0810 -2.1131 -0.4324 0.42 0.19 -1.71 0.13
O -1.2308 3.6722 -1.3341 -0.84 -1.33 -0.32 -0.63
H -1.9697 3.3667 -1.8921 0.23 -0.31 0.60 0.32
H -2.4173 -0.4104 1.8639 -0.83 -0.97 0.92 0.43



7.
11
Properties=species:S:1:pos:R:3:forces:R:3:mulliken_charge:R:1 method="wB97M-V/def2-TZVPD" spin_multiplicity=1 charge=0 homo_ev=-9.23 energy_ha=-339.4480 orbital_gap_ev=8.58 e_above_lowest_ev=3.638 mol_weight_da=96.1
C 0.2157 -0.6769 -1.0330 -0.45 0.61 0.01 -0.20
H 1.2565 -1.7012 0.4622 -0.15 -0.32 0.26 0.25
H 1.7188 0.9549 0.8858 0.64 0.47 0.25 0.36
N -0.1719 0.5261 1.6030 0.36 0.35 -0.59 -0.48
C -0.6058 0.3702 -0.7599 -1.39 -0.38 -0.94 -0.49
H 0.3004 -1.3197 -1.9118 0.07 0.50 0.08 0.39
C -1.1890 0.5504 0.6517 -0.41 -0.19 -1.25 0.48
O -2.3513 0.8525 0.7834 0.67 -0.23 0.38 -0.53
C 0.8430 0.3407 0.8273 1.36 -0.68 2.25 0.03
N 1.0855 -0.8201 0.0067 0.05 -0.17 0.24 -0.17
H -1.1019 0.9231 -1.5156 -0.75 0.04 -0.68 0.37



8.
46
Properties=species:S:1:pos:R:3:forces:R:3:mulliken_charge:R:1 method="wB97M-V/def2-TZVPD" spin_multiplicity=1 charge=+3 homo_ev=-17.16 energy_ha=-3786.0036 orbital_gap_ev=4.64 mol_weight_da=671.3
C -2.6798 3.6737 1.8976 0.52 -0.50 -0.06 -0.60
C -0.7346 -4.0723 1.1530 -0.23 0.36 -0.22 -0.65
H -0.1244 -4.9383 1.3875 -0.14 0.04 -0.04 0.44
C 3.3794 0.0377 2.9096 -0.05 0.00 -0.41 -0.74
C 2.3700 1.3884 -3.1422 6.03 2.64 1.78 0.25
C 4.4488 -0.1927 2.0266 -0.63 0.04 -0.14 -0.58
Bi 0.2304 0.4186 -3.4973 -0.22 -0.31 3.02 1.40
C -2.3598 1.7460 0.4291 -0.26 0.31 0.31 -0.32
As -0.0397 -0.0013 0.4735 0.03 -0.40 3.50 0.87
C -0.5700 2.4464 1.9520 -0.44 0.06 0.16 -0.36
H 1.2175 0.2655 3.0944 0.46 -0.08 -0.09 0.56
O -2.9349 -1.0500 -3.5697 1.26 0.59 -0.18 0.02
H 3.5478 0.1670 3.9765 0.08 -0.05 -0.24 0.43
C -1.0960 1.5622 1.0039 0.72 -0.45 -0.07 0.71
H 5.4686 -0.2455 2.4143 -0.35 0.00 -0.19 0.42
H 0.9818 -2.7169 1.0455 -0.54 -0.16 0.04 0.42
C -3.1598 2.7982 0.9032 0.37 0.02 0.01 -0.88
H -2.6160 -5.1558 1.2106 0.18 0.46 -0.04 0.41
C 0.4155 0.7409 -6.1630 0.60 1.09 -8.96 0.21
H -4.1629 2.9321 0.5016 0.23 0.01 0.08 0.43
C 2.0672 0.1080 2.4208 0.31 -0.19 -0.07 -0.44
C -1.9241 -0.5775 -3.6793 -3.67 -1.74 0.16 0.21
O 3.3781 1.8173 -2.8129 -3.65 -1.53 -1.24 -0.01
O 0.0767 0.1387 -1.1597 0.40 0.69 -7.25 0.12
H 0.4452 2.2946 2.3357 -0.49 0.20 -0.05 0.49
C 1.2176 -1.7295 -3.6027 3.58 -8.02 0.77 0.28
O 1.6883 -2.7832 -3.4694 -2.42 5.42 -0.71 -0.04
C -2.1349 -4.1844 1.0535 0.39 0.47 -0.07 -0.57
H -2.7284 1.0752 -0.3602 0.07 0.33 0.46 0.26
C -0.9191 -1.7211 0.7123 0.51 0.84 -0.23 0.75
C 4.2002 -0.3571 0.6494 -0.41 0.10 0.23 -0.72
C -1.3804 3.4987 2.4143 -0.15 -0.25 -0.43 -0.66
C -0.7531 2.5492 -3.2174 -3.64 7.34 2.14 0.27
C 2.8887 -0.2855 0.1471 0.18 0.07 0.47 0.00
C -2.3052 -1.7984 0.5539 0.00 -0.62 0.29 -0.41
H -0.9920 4.1696 3.1780 -0.13 -0.10 -0.19 0.44
H 5.0290 -0.5435 -0.0311 -0.16 0.04 0.17 0.43
O -1.2583 3.5403 -2.8951 2.46 -4.81 -1.60 -0.04
H 2.6975 -0.4136 -0.9273 0.07 -0.02 0.51 0.22
H -3.3096 4.4859 2.2749 0.24 -0.37 -0.19 0.43
O 0.4937 0.8841 -7.3391 -0.53 -0.97 8.00 -0.11
C -0.1077 -2.8317 0.9576 -0.31 -0.26 0.32 -0.40
C 1.8392 -0.0571 1.0522 -0.75 0.17 0.07 0.09
H -2.8918 -0.9057 0.3167 0.09 -0.48 0.28 0.23
C -2.9091 -3.0496 0.7476 0.25 0.11 -0.08 -0.69
H -3.9896 -3.1275 0.6733 0.14 -0.08 0.00 0.45



9.
5
Properties=species:S:1:pos:R:3:forces:R:3:mulliken_charge:R:1 method="wB97M-V/def2-TZVPD" spin_multiplicity=1 charge=0 homo_ev=-7.43 energy_ha=-249.4267 orbital_gap_ev=7.46 mol_weight_da=223.4
H 0.2926 -0.7191 0.5553 0.87 3.21 -1.24 0.36
Tl -1.1122 1.0463 -0.8685 -1.67 0.00 -0.64 0.24
O 0.6514 0.2607 0.2603 0.73 -3.30 1.94 -0.57
H -1.4078 -0.8323 0.0511 -0.21 0.29 -0.20 -0.36
H 1.5760 0.2444 0.0018 0.29 -0.20 0.14 0.32